215
Properties=species:S:1:pos:R:3:forces:R:3 method="wB97M-V/def2-TZVPD" charge=+3 homo_lumo_gap_ev=4.9590
N -12.8681 -2.4503 -25.3204 -3.44 -1.58 -2.66
O -12.0818 -2.2262 -24.4822 4.02 1.38 3.68
O -13.8483 -3.1897 -25.0415 -0.61 -0.21 -0.35
O -12.7546 -1.9840 -26.4707 -0.07 0.41 -0.73
C -8.9906 0.8110 -20.6433 -0.38 -0.19 -0.41
C -10.4872 0.6089 -20.6348 -1.88 1.37 0.03
C -11.3387 0.6058 -22.0032 0.63 -0.13 1.13
C -11.2612 1.8602 -22.9133 0.87 -0.54 0.03
N -11.5125 1.5765 -24.4153 -1.00 1.07 0.64
C -10.4220 0.8142 -25.1595 -1.08 -0.01 -2.15
C -9.5939 1.8596 -25.8864 2.60 -1.21 -0.50
C -10.1644 3.2088 -25.7057 -0.55 1.74 2.11
C -11.5255 2.9412 -25.1859 -1.79 -1.40 -1.13
C -12.8962 0.9061 -24.6397 -0.27 0.39 0.17
C -14.0650 1.8268 -24.3661 -1.71 0.39 0.98
C -15.4342 1.0483 -24.4116 0.32 0.16 0.41
H -8.5710 -0.1097 -21.0488 0.68 0.48 -0.23
H -8.5664 0.9887 -19.6551 -0.31 -0.26 0.15
H -8.7702 1.7270 -21.1913 0.44 -0.35 -0.45
H -10.9287 1.4202 -20.0559 0.00 0.28 0.12
H -10.7772 -0.2503 -20.0300 0.01 -0.38 -0.38
H -12.3975 0.6135 -21.7443 0.01 -0.39 0.50
H -11.1914 -0.3892 -22.4232 0.27 0.30 -0.95
H -10.3652 2.4780 -22.8523 0.72 -0.73 -0.30
H -11.9373 2.5947 -22.4757 -0.81 -0.21 -0.77
H -10.9519 0.2875 -25.9532 -0.39 -0.28 0.34
H -9.7752 0.0353 -24.7557 -0.62 0.38 1.29
H -9.4081 1.6008 -26.9288 -0.54 -0.16 -0.09
H -8.6018 1.6609 -25.4810 0.38 1.11 0.02
H -10.3210 3.9504 -26.4890 0.61 -0.53 -0.58
H -9.7493 3.7948 -24.8858 1.03 -0.09 -0.14
H -12.1512 2.6640 -26.0343 -0.15 0.11 -0.16
H -12.0278 3.7993 -24.7392 0.10 -0.50 0.80
H -12.8862 -0.0398 -24.0983 -0.07 0.22 0.17
H -13.1474 0.6765 -25.6753 1.49 -0.36 -0.38
H -14.1468 2.6393 -25.0880 0.33 -0.19 -0.29
H -13.9910 2.3593 -23.4179 -0.04 -0.19 0.28
H -16.3424 1.6366 -24.5429 0.43 0.73 -0.26
H -15.6587 0.5791 -23.4538 0.45 -0.51 -0.07
H -15.4643 0.3239 -25.2255 0.23 -0.27 0.11
C -12.2435 -6.3209 -31.5848 1.44 -1.42 0.34
C -13.0957 -5.1684 -31.8577 -1.42 2.45 -0.66
C -12.5969 -3.8108 -31.2875 0.22 0.41 -0.32
C -13.3347 -2.5427 -31.7900 0.01 0.35 0.24
N -12.7814 -1.2141 -31.2378 -0.19 0.52 -0.32
C -13.0425 -0.9345 -29.7715 -1.50 -2.35 -0.52
C -13.1150 0.5178 -29.6282 1.09 2.46 1.82
C -13.3699 1.1544 -30.9648 0.58 -0.14 -1.61
C -13.5888 -0.0618 -31.8589 0.02 -0.26 -0.08
C -11.2508 -1.0648 -31.4746 -0.58 -0.15 -0.92
C -10.7788 -1.2025 -32.9745 -0.16 -0.95 0.82
C -9.2440 -1.2063 -33.1940 -0.56 0.72 0.66
H -11.2288 -6.0537 -31.8800 0.20 -0.28 -0.06
H -12.5334 -7.2068 -32.1498 -0.06 0.15 -0.20
H -12.1837 -6.6806 -30.5576 -0.18 0.39 0.27
H -14.1242 -5.2873 -31.5170 -0.14 -0.22 0.16
H -13.1974 -5.0402 -32.9354 0.07 -0.06 -0.21
H -11.5497 -3.6069 -31.5108 0.18 -0.61 -0.22
H -12.6216 -3.9080 -30.2021 -0.16 0.40 0.24
H -14.4109 -2.5693 -31.6193 -0.03 0.13 0.65
H -13.3144 -2.3173 -32.8562 0.54 -0.84 -0.23
H -12.3856 -1.5184 -29.1268 0.09 0.29 -0.01
H -14.0693 -1.2719 -29.6299 0.01 -0.69 0.12
H -12.1881 0.8478 -29.1591 0.11 0.43 -0.18
H -13.8960 0.8957 -28.9684 -0.03 -0.69 0.36
H -12.5362 1.7420 -31.3493 0.00 0.12 0.24
H -14.2662 1.7739 -30.9948 0.17 0.01 0.06
H -13.3473 0.0321 -32.9176 0.00 0.05 0.17
H -14.6462 -0.2938 -31.7316 0.06 -0.62 -0.33
H -10.8438 -1.8296 -30.8132 0.31 0.11 -0.27
H -11.0122 -0.0942 -31.0397 0.17 -0.03 -0.18
H -11.2453 -0.4681 -33.6312 0.15 0.44 0.31
H -11.1380 -2.1407 -33.3975 -0.19 -0.27 0.29
H -8.6545 -1.9865 -32.7124 -0.57 -0.45 -0.02
H -8.8445 -0.3027 -32.7335 0.20 0.29 -0.55
H -9.0957 -1.2545 -34.2728 0.33 0.24 0.17
C -18.8476 -1.3809 -23.6130 -1.05 0.61 -0.89
C -19.1959 -1.2487 -25.1321 0.60 0.34 1.85
C -18.9823 -2.5765 -25.8759 -1.77 0.35 -0.13
C -17.5772 -2.6357 -26.3310 1.52 -0.58 -1.63
N -17.1690 -3.7484 -27.3201 1.00 -1.36 0.05
C -15.6822 -3.6989 -27.7615 0.91 0.00 0.40
C -15.6229 -3.9924 -29.2328 -0.63 -0.80 0.26
C -16.8618 -3.2492 -29.7232 0.35 -0.29 -1.52
C -17.8733 -3.5710 -28.6615 -0.69 -1.19 1.06
C -17.3383 -5.2802 -26.7267 1.15 2.31 0.67
C -16.5840 -5.4324 -25.3405 -1.62 -0.72 -0.22
C -16.4016 -6.9286 -25.1289 0.32 -0.80 -0.94
H -19.6205 -2.0624 -23.2578 0.50 -0.22 0.62
H -18.9981 -0.4255 -23.1104 -0.10 0.02 0.02
H -17.8246 -1.6755 -23.3787 -0.10 -0.42 -0.24
H -18.6582 -0.3909 -25.5359 0.69 -0.37 -0.50
H -20.2044 -0.8498 -25.2411 -0.32 -0.66 0.23
H -19.7567 -2.4851 -26.6375 0.59 -0.27 -0.99
H -19.3395 -3.4774 -25.3770 0.32 0.17 0.81
H -16.8055 -2.7043 -25.5644 -0.28 0.28 0.29
H -17.4416 -1.7407 -26.9383 0.53 0.14 0.14
H -15.0205 -4.3582 -27.1997 -0.50 0.09 0.45
H -15.1941 -2.7249 -27.7292 -0.72 0.46 1.02
H -15.7619 -5.0491 -29.4611 -0.07 -0.22 0.13
H -14.6103 -3.7816 -29.5768 -0.36 0.54 -0.30
H -17.2255 -3.7718 -30.6079 -0.02 0.36 -0.31
H -16.6980 -2.2149 -30.0257 -0.11 0.18 0.53
H -18.1895 -4.5941 -28.8650 -0.45 0.14 -0.26
H -18.7655 -2.9637 -28.5087 0.28 0.14 -0.31
H -16.8902 -5.9216 -27.4856 0.25 0.22 -0.03
H -18.3964 -5.5418 -26.7140 -0.03 0.39 0.37
H -17.1658 -5.0842 -24.4871 -0.58 0.36 -0.30
H -15.6260 -4.9390 -25.1768 0.11 0.17 -0.91
H -15.8035 -7.3164 -25.9535 1.22 0.09 0.42
H -17.2146 -7.6197 -25.3516 -1.05 0.65 0.68
H -16.0210 -7.1516 -24.1321 0.23 -0.16 -0.29
C -8.1803 -2.1018 -23.1413 1.50 -0.56 -0.33
C -7.0395 -1.1434 -23.5477 -1.41 1.76 -0.27
O -7.1487 0.0220 -23.2732 1.40 -1.71 -0.92
N -5.7892 -1.7067 -24.3735 -0.30 2.20 2.26
H -5.7362 -2.6443 -24.0018 0.86 -0.41 -0.16
H -5.9653 -1.7503 -25.3671 -1.50 -0.23 -2.29
C -4.4667 -0.8457 -24.2932 -1.26 -1.24 1.50
H -8.9627 -1.5535 -22.6166 0.24 0.12 -0.32
H -7.7516 -2.8311 -22.4540 0.00 -0.14 0.23
H -8.5699 -2.6928 -23.9701 -0.03 0.26 -0.24
H -3.8235 -1.2380 -25.0810 -0.05 0.35 0.20
H -4.1228 -1.0358 -23.2765 0.58 -0.15 -0.28
H -4.6794 0.2233 -24.2966 -0.38 -0.28 -0.71
C -4.5962 -6.6916 -27.3756 -1.17 0.34 0.04
C -5.6616 -5.5375 -27.1887 0.60 -1.77 -0.34
N -7.0222 -6.1994 -26.8028 -2.56 1.09 0.20
C -7.0059 -6.7600 -25.3668 0.84 0.20 -2.05
C -8.0307 -4.9809 -26.8078 -0.21 -0.09 -0.77
C -9.5385 -5.3103 -26.6908 1.52 -0.98 0.86
C -7.5743 -7.3783 -27.7615 1.93 0.66 -0.47
C -7.5463 -7.0593 -29.2802 -0.09 1.11 -0.31
O -6.3762 -6.3671 -29.7138 0.60 0.17 0.25
C -6.3793 -5.7801 -31.0252 -1.11 -0.56 0.38
H -5.0165 -7.5655 -27.8734 -0.31 0.16 0.15
H -4.3314 -6.9996 -26.3641 0.59 -0.06 -0.23
H -3.7393 -6.5123 -28.0250 0.05 0.77 0.47
H -5.8413 -4.8432 -28.0096 0.05 -0.66 -0.15
H -5.3256 -4.8816 -26.3856 -0.44 -0.24 0.47
H -7.9901 -7.1447 -25.0994 0.22 -0.35 -0.17
H -6.6830 -5.9405 -24.7248 0.09 -0.16 0.05
H -6.2391 -7.5197 -25.5182 -0.34 -0.35 1.15
H -7.7949 -4.5064 -27.7603 -0.23 0.26 0.25
H -7.7360 -4.2964 -26.0123 0.39 -0.13 -0.12
H -9.8115 -5.8599 -27.5917 -0.56 0.16 0.39
H -10.2390 -4.5461 -26.3541 0.41 0.90 -1.04
H -9.6486 -5.9096 -25.7870 0.01 -1.02 -0.33
H -8.5482 -7.7463 -27.4388 -0.11 0.44 0.36
H -6.9206 -8.2374 -27.6106 0.09 0.23 0.40
H -8.3925 -6.4346 -29.5665 -0.42 0.12 0.10
H -7.6513 -7.9895 -29.8386 -0.05 -0.32 0.20
H -5.5363 -5.1076 -31.1836 0.24 -0.47 0.40
H -7.2687 -5.1653 -31.1635 -0.33 0.15 0.13
H -6.4354 -6.5572 -31.7875 0.33 -0.05 -0.11
C -14.6308 -4.4674 -21.8602 0.78 -0.79 1.41
C -13.5400 -4.7961 -20.6513 -0.75 0.70 -1.83
N -12.3004 -5.6903 -20.9808 -0.29 -0.90 -0.40
C -12.8683 -7.0073 -21.5880 0.62 0.56 -0.43
C -11.2692 -5.1491 -22.0009 -0.81 -0.60 -1.58
C -10.1127 -6.1248 -22.4886 -0.20 0.96 0.52
C -11.5717 -6.0545 -19.6690 -0.42 0.27 -1.20
C -10.7209 -4.8853 -19.1393 -0.65 -0.98 0.04
O -11.5377 -3.8766 -18.5577 1.57 0.23 0.62
C -10.7085 -2.8575 -17.9102 -0.76 0.49 -0.29
H -14.1815 -4.0665 -22.7687 0.36 -0.15 0.05
H -15.3301 -3.7026 -21.5225 0.45 0.30 0.54
H -15.3399 -5.2547 -22.1160 0.53 -0.56 0.03
H -13.8986 -5.3074 -19.7579 -0.69 0.15 -0.37
H -13.2482 -3.7938 -20.3377 0.70 -0.35 0.08
H -12.0658 -7.6572 -21.9370 0.27 0.27 0.20
H -13.4239 -6.7082 -22.4768 -0.18 -0.08 0.24
H -13.4584 -7.6259 -20.9119 -0.15 0.68 0.33
H -11.0603 -4.0935 -21.8275 0.55 -0.31 0.86
H -11.8342 -5.0172 -22.9236 -0.49 -0.18 -0.04
H -9.4210 -5.5531 -23.1073 -0.25 0.47 -0.16
H -10.4835 -6.9025 -23.1563 -0.10 0.00 0.30
H -9.4248 -6.5542 -21.7602 -0.49 -0.13 0.41
H -11.0227 -6.9362 -19.9997 0.75 0.31 0.39
H -12.3263 -6.4717 -19.0022 0.01 0.53 0.29
H -10.1295 -4.4881 -19.9643 0.10 0.17 -0.02
H -10.0093 -5.3391 -18.4495 -0.01 0.17 0.42
H -10.2997 -3.0372 -16.9159 -0.24 -1.06 0.02
H -11.3481 -1.9878 -17.7601 -0.11 -0.06 -0.28
H -9.8563 -2.5558 -18.5191 -0.05 -0.13 -0.42
C -10.1882 -9.9084 -25.2762 5.60 -0.96 -3.56
O -10.5343 -8.6042 -25.8330 -1.05 -0.05 1.22
O -8.8091 -10.0136 -25.6283 -3.00 0.17 2.06
C -10.5412 -10.1623 -23.7927 1.92 -0.55 -1.33
F -10.1158 -9.1069 -23.0931 0.16 0.60 1.22
F -11.8484 -10.2433 -23.6513 -1.64 -0.18 0.76
F -10.0061 -11.2899 -23.2250 -0.55 1.38 -0.86
C -11.9174 -8.5001 -26.0447 0.43 1.29 -0.48
C -12.2072 -7.0680 -26.4304 -1.06 0.45 1.06
H -13.2950 -7.0447 -26.4952 -0.26 0.46 -0.32
H -11.9546 -6.4486 -25.5698 0.05 0.31 0.07
H -11.7662 -6.5770 -27.2980 0.07 -0.74 -0.16
H -12.4351 -8.7080 -25.1083 -0.45 -0.06 -0.20
H -12.3205 -9.1128 -26.8511 0.28 -0.73 0.04
H -10.7377 -10.5837 -25.9322 -0.66 -0.67 0.43
C -7.0950 -1.1881 -28.1404 2.62 -0.60 1.06
O -6.7989 0.1795 -27.7810 -1.38 0.12 1.26
O -6.6532 -2.0718 -27.1243 -1.76 1.82 -1.25
C -8.5649 -1.2940 -28.6370 0.51 -0.63 0.08
F -9.4695 -0.8120 -27.8314 -1.15 1.35 1.43
F -8.7781 -0.6455 -29.8462 0.53 -0.57 0.65
F -8.9524 -2.5798 -28.7823 0.41 -0.25 -0.85
C -6.2981 1.1963 -28.6827 0.06 -1.24 1.23
C -6.5865 2.5873 -28.1190 -0.38 -0.10 -1.02
H -7.6428 2.7398 -28.3404 -0.14 0.43 0.42
H -6.3532 2.8475 -27.0865 0.00 -0.72 0.08
H -6.0377 3.3150 -28.7168 0.00 0.01 -0.17
H -6.8419 1.0553 -29.6168 0.59 0.31 -0.38
H -5.2295 0.9821 -28.7047 0.11 0.29 -0.78
H -6.5347 -1.3733 -29.0569 0.26 -0.25 -0.48